# 1
Molecular formula: C60H133N3O3P2
Method: DFT, ωB97M-V/def2-TZVPD

Values from the calculation:
LUMO level in eV: -6.94
Highest occupied orbital energy in eV: -15.74
Charge: +4
Kohn-Sham gap in Ha: 0.3232

CARTESIAN COORDINATES (ANGSTROEM)
1 P 6.5096 2.4990 -3.4174
2 P -4.8230 3.7258 1.9907
3 O 2.1222 -1.8355 1.7792
4 O 0.2605 -2.8169 1.1600
5 O 1.4534 -1.6302 -0.3065
6 N 3.5942 -5.2992 3.6886
7 N -3.5476 -4.7078 2.3085
8 N -1.8600 -1.7174 -2.3447
9 C 7.9090 7.6288 -3.8847
10 C -3.8627 -5.4724 3.6203
11 C -3.0332 -6.7609 3.6693
12 C -1.0830 2.1089 -1.7933
13 C -6.1192 6.8337 5.5312
14 C 6.3447 -1.8775 2.7414
15 C 6.9605 1.3610 -0.6755
16 C 4.7554 0.1436 -0.0498
17 C -0.4117 -2.1221 -2.6950
18 C 5.7936 -4.3613 2.7384
19 C 3.9530 -5.3154 5.1864
20 C -2.8936 -7.1044 2.1893
21 C 6.3264 -3.2460 1.9549
22 C 5.1104 1.3566 -4.0788
23 C -2.3536 -2.7998 -1.3220
24 C -2.6899 -5.7368 1.5400
25 C 3.7136 -6.5963 2.9904
26 C -4.1388 1.0148 1.3383
27 C -1.0611 3.4109 -2.5206
28 C 3.6954 1.4540 -3.4425
29 C -7.1069 -3.0644 2.0068
30 C -5.1486 4.7375 3.4456
31 C -7.5640 -1.6354 2.3558
32 C 2.7367 -6.7253 1.8157
33 C -2.6345 -3.4905 2.5786
34 C -3.3700 6.0686 -1.2336
35 C -6.5306 3.5625 1.2135
36 C -4.3015 2.1236 2.4784
37 C -1.8437 -2.7598 -4.5495
38 C -3.9326 7.2657 -2.0499
39 C -1.8123 0.1325 2.1674
40 C -1.8938 -0.2519 -1.7641
41 C -5.6883 -3.2999 2.5091
42 C -2.6983 -1.8504 -3.6650
43 C -0.3933 -2.6495 -4.0972
44 C -5.9402 6.0157 3.1007
45 C 8.1624 1.8502 -3.8547
46 C -1.5603 0.9451 -2.7087
47 C 7.2906 5.2657 -3.6649
48 C 7.7266 -0.3099 -5.2547
49 C -3.2770 -0.1764 1.7922
50 C -4.1182 5.6854 0.0338
51 C 7.4748 -1.8660 -5.0818
52 C 2.9881 -0.9323 -3.6658
53 C -9.0100 2.7447 1.4916
54 C -3.6174 4.3615 0.6969
55 C 6.4584 2.5751 -1.6214
56 C -4.8724 -4.2870 1.6699
57 C 1.5224 -5.9171 2.3347
58 C 2.0401 -5.0502 3.4745
59 C -7.6274 2.8618 2.1383
60 C 4.2981 -4.1434 2.9482
61 C 6.1015 0.0969 -0.7025
62 C 8.3460 0.2778 -3.9761
63 C 1.2384 -2.1118 0.9354
64 C -5.8117 7.1951 4.0125
65 C 2.7558 0.4263 -4.1450
66 C 6.2708 4.1801 -4.0687
67 C 7.2003 6.4473 -4.5176
68 C -9.0194 1.6909 0.3283
69 H -3.4056 -2.5926 -1.1256
70 H -2.0558 3.7659 -2.7901
71 H -3.3802 2.2715 3.0417
72 H 8.9689 7.3988 -3.7756
73 H -4.0775 6.4748 0.7843
74 H -3.4870 3.5969 -0.0689
75 H -4.8180 7.6362 3.9345
76 H -5.1510 0.6587 1.1464
77 H -0.5912 3.3794 -3.5036
78 H -3.3463 7.3942 -2.9597
79 H 3.5644 1.2462 -2.3805
80 H -6.9528 4.5588 1.0815
81 H -8.7097 0.6841 0.6087
82 H 3.9098 -3.8683 1.9675
83 H 8.0099 1.1548 -0.8862
84 H -1.2353 -0.3132 -0.8977
85 H 3.4475 2.5125 -3.5207
86 H -2.0554 -7.7451 1.9154
87 H 0.6018 -6.4953 2.4148
88 H 5.0234 1.5215 -5.1528
89 H 7.1053 -2.2949 -6.0132
90 H -1.9874 -2.6299 -0.3095
91 H 4.7643 0.2923 1.0300
92 H 6.7463 -2.0803 -4.2998
93 H 6.2927 4.0855 -5.1544
94 H 6.8395 -2.0783 3.6917
95 H -3.7905 8.1771 -1.4690
96 H 1.2220 -5.1940 1.5764
97 H -7.0063 6.2034 5.5937
98 H 5.4138 0.3157 -3.9668
99 H 8.3847 2.3482 -4.7984
100 H -5.2306 6.3353 5.9187
101 H -3.2098 -2.8511 3.2481
102 H -9.8570 2.4372 2.1048
103 H 7.7693 8.5686 -4.4189
104 H 6.0282 -5.1986 2.0811
105 H 0.3325 -1.3403 -2.5431
106 H 4.0181 0.8128 -0.4934
107 H -2.8689 -0.8679 -4.1052
108 H 1.7587 -4.0021 3.3724
109 H -2.4761 1.2523 -3.2139
110 H 7.3480 -3.4921 1.6651
111 H -5.0848 1.8349 3.1792
112 H -1.3306 0.7087 1.3774
113 H 5.7980 -3.0748 1.0171
114 H -7.8150 -3.7879 2.4110
115 H -0.8327 0.6151 -3.4502
116 H 8.3902 -0.1499 -6.1045
117 H 8.2937 4.8394 -3.6659
118 H -3.8076 -0.6627 2.6108
119 H -2.0623 -6.5302 4.1078
120 H 6.1454 6.7214 -4.5073
121 H -2.9477 -0.1703 -1.4981
122 H -0.0829 1.8675 -1.4334
123 H -2.4057 -2.9821 1.6420
124 H -3.3230 -0.9403 1.0160
125 H 8.3458 -2.4204 -4.7323
126 H -6.4712 7.9998 3.6873
127 H 1.5610 -5.4248 4.3791
128 H -3.3240 5.2490 -1.9508
129 H -7.8004 3.4859 3.0149
130 H -3.3917 -7.4838 4.4020
131 H -2.3363 6.2752 -0.9561
132 H 6.6139 -0.7659 -0.2769
133 H 6.9352 1.7748 0.3326
134 H -4.9219 -5.6602 3.7965
135 H 7.5240 7.9126 -2.9053
136 H -5.8158 -3.6823 3.5218
137 H -0.1356 -2.9282 -2.0152
138 H -3.6612 -4.8116 4.4635
139 H 6.9672 -1.2066 2.1494
140 H 5.2214 4.4066 -3.8798
141 H -2.1985 -3.7903 -4.5661
142 H -7.1188 -3.1134 0.9180
143 H -5.7592 4.1216 4.1058
144 H -6.3693 2.9856 0.3028
145 H 7.0893 5.5288 -2.6265
146 H 6.0108 -0.3271 -1.7026
147 H -3.0883 -5.7019 0.5260
148 H -7.3286 -1.4873 3.4098
149 H 8.8503 2.1701 -3.0720
150 H -5.5634 6.4298 2.1655
151 H 2.7578 -1.0626 -2.6084
152 H -4.9940 7.1702 -2.2789
153 H 3.5871 -7.3291 3.7873
154 H -3.8362 -7.5950 1.9465
155 H -1.1929 -0.7426 2.3641
156 H 4.9575 -5.7341 5.2484
157 H 5.3618 -1.4273 2.8806
158 H 2.4134 -1.7243 -4.1460
159 H -6.1941 7.7370 6.1365
160 H 2.2392 -1.2532 0.0960
161 H -5.1882 5.6019 -0.1568
162 H -5.2000 -2.3315 2.3996
163 H 3.1125 -6.3810 0.8522
164 H 1.7216 0.7170 -3.9609
165 H -8.6323 -1.4512 2.2415
166 H -3.6787 1.4865 0.4700
167 H 6.9784 3.4878 -1.3306
168 H 2.9169 0.4547 -5.2226
169 H -2.6735 4.4691 1.2314
170 H -2.0355 -2.3979 -5.5596
171 H -6.9950 5.7879 2.9476
172 H -3.6721 -2.2987 -3.4680
173 H 9.3704 -0.0918 -3.9323
174 H -10.0620 1.6543 0.0125
175 H 4.7430 -6.7943 2.6915
176 H -2.2290 -3.8094 -1.7133
177 H -0.6381 4.2599 -1.9837
178 H -1.8372 0.6545 3.1240
179 H 7.7396 -0.1887 -3.1998
180 H -1.6475 -5.4185 1.5255
181 H -4.1644 5.0326 3.8095
182 H -5.4628 -5.1311 1.3136
183 H -9.1612 3.7538 1.1082
184 H -4.5600 -3.7821 0.7558
185 H 0.2028 -2.0093 -4.7475
186 H 0.1367 -3.5888 -4.2552
187 H 5.4554 2.6724 -1.2059
188 H 6.7945 0.2003 -5.4973
189 H -1.8047 -3.8675 3.1764
190 H 4.2956 -0.8384 -0.1608
191 H -7.3888 1.8714 2.5259
192 H 2.4242 -7.7524 1.6275
193 H 3.9241 -4.3539 5.6991
194 H 6.3762 -4.4513 3.6553
195 H 4.0102 -1.3094 -3.6310
196 H 3.2358 -5.9777 5.6711
197 H -1.7990 2.3072 -0.9957
198 H -8.3250 2.0140 -0.4472
199 H 3.9916 -3.3313 3.6074
200 H 7.5523 6.0315 -5.4618
201 H -7.0158 -0.9293 1.7322


# 2
Molecular formula: C17H35BaNO3
Method: DFT, ωB97M-V/def2-TZVPD

Values from the calculation:
LUMO level in eV: -8.57
Highest occupied orbital energy in eV: -15.24
Charge: +2
Kohn-Sham gap in Ha: 0.2450

CARTESIAN COORDINATES (ANGSTROEM)
1 Ba -0.7145 -4.8128 -0.2514
2 O -0.8707 -2.6977 -2.4963
3 O -2.9943 -1.8021 0.6814
4 O -4.9492 -1.9401 -0.4944
5 N -2.9147 -2.0817 -1.6789
6 C -2.3384 0.5097 1.0667
7 C 2.1120 0.3766 3.4926
8 C 3.2652 0.0657 1.1653
9 C -3.7013 -1.8782 -0.4700
10 C -1.1682 2.6027 -1.8336
11 C 1.3476 -1.9149 -2.9723
12 C 0.6513 0.0698 3.2253
13 C -2.6472 1.3524 -0.1660
14 C 2.8523 1.4827 0.8064
15 C 0.4453 -2.5507 -1.9695
16 C 1.3984 1.6583 0.3575
17 C -0.0463 3.2249 -1.0490
18 C -1.6038 1.2534 -1.2820
19 C 3.0442 -0.4194 2.6149
20 C -1.8746 -0.8840 0.7839
21 C 1.2386 2.4074 -0.9722
22 C -1.8608 -2.9743 -1.5288
23 H -0.7092 0.7441 -0.9555
24 H 0.4781 -0.1828 2.1896
25 H -2.6672 2.3800 0.1531
26 H 3.9950 -0.5489 3.0945
27 H 0.4623 -1.9279 -1.0783
28 H 0.9932 0.6573 0.2552
29 H -3.6324 1.1579 -0.5528
30 H 2.6167 -1.4150 2.5669
31 H 0.1795 4.1735 -1.5032
32 H 0.8477 -3.5521 -1.7200
33 H 2.2984 0.0683 4.5075
34 H -0.3751 3.4426 -0.0469
35 H 2.0832 3.0587 -1.0822
36 H -3.2397 0.3982 1.6490
37 H -2.5283 -1.2235 -2.0686
38 H -1.2586 -0.9379 -0.1033
39 H 0.0001 0.8633 3.5459
40 H 0.8125 2.1326 1.1245
41 H 1.0074 -2.1778 -3.9583
42 H 2.3671 -2.2135 -2.8292
43 H 1.2737 1.6706 -1.7598
44 H -2.1993 -4.0238 -1.7623
45 H -0.8599 2.4425 -2.8549
46 H -1.2782 -1.2502 1.6019
47 H -1.6349 0.9948 1.7185
48 H 4.3266 0.0131 0.9905
49 H 1.2756 -0.8473 -2.8883
50 H 3.1045 2.1776 1.5879
51 H 2.8273 -0.6122 0.4489
52 H 2.3134 1.4327 3.4793
53 H -1.3442 -2.8866 -0.5317
54 H 3.4503 1.7613 -0.0452
55 H 0.3802 -0.8003 3.8045
56 H -2.0256 0.7105 -2.1209
57 H -2.0108 3.2726 -1.8860


# 3
Molecular formula: CH3NS3
Method: DFT, ωB97M-V/def2-TZVPD

Values from the calculation:
LUMO level in eV: -0.46
Highest occupied orbital energy in eV: -8.70
Structure (SMILES): S=CNSS
Kohn-Sham gap in Ha: 0.3026
Energy above the lowest of the compared OMol25 structures with the same formula, charge and spin in kJ/mol: 93.3

CARTESIAN COORDINATES (ANGSTROEM)
1 S -1.8938 2.0801 -1.2689
2 S 0.0797 -0.2233 1.4208
3 S 0.4885 -1.9594 0.4817
4 N 0.0178 0.8688 0.0178
5 C -1.0721 0.7181 -1.0639
6 H -0.2849 1.8296 0.4415
7 H -0.8601 -0.2622 -1.5557
8 H 1.7843 -1.8867 0.5436


- Which value of LUMO level does entry 3 give?
  -0.46 eV